(1)
C4HF3 | ωB97M-V/def2-TZVPD

**Max |F|**: 5.89 eV Å⁻¹
**Frontier orbital gap**: 8.0465 eV
**ΔE to the lowest compared entry with this formula, charge and spin**: 46.5 kcal per mole
**E**: -452.3626 Eh
**LUMO level**: -0.096 Ha
**Highest occupied orbital energy**: -10.6650 eV

Geometry (Å):
C1 -2.40646 -0.86118 1.16628
C2 -1.26210 -0.45394 0.73467
C3 -0.07560 0.11050 0.53373
C4 0.62585 0.16729 -0.75435
F1 1.93139 0.46056 -0.70264
F2 0.49709 -1.02015 -1.32567
F3 0.11316 1.02602 -1.61982
H1 0.57667 0.57089 1.96779

Results of the natural (NBO) charge analysis, in e, for atoms 1 through 5:
1 C 0.238
2 C -0.446
3 C -0.032
4 C 0.891
5 F -0.306

---

(2)
C4HF3 | ωB97M-V/def2-TZVPD

**Max |F|**: 2.54 eV Å⁻¹
**Frontier orbital gap**: 8.5165 eV
**ΔE to the lowest compared entry with this formula, charge and spin**: 0.3 kcal per mole
**E**: -452.4363 Eh
**LUMO level**: -0.091 Ha
**Highest occupied orbital energy**: -10.9960 eV

Geometry (Å):
C1 -0.85767 -2.65324 0.11445
C2 -0.60199 -1.44807 0.39388
C3 -0.56254 -0.14167 0.36261
C4 0.58877 0.69051 -0.32519
F1 0.71586 1.85632 0.42058
F2 1.80282 0.04678 -0.29341
F3 0.19813 1.07538 -1.60276
H1 -1.28339 0.57400 0.92984

Results of the natural (NBO) charge analysis, in e, for atoms 1 through 5:
1 C 0.219
2 C -0.424
3 C -0.057
4 C 0.944
5 F -0.326

---

(3)
C4HF5I2O2 | ωB97M-V/def2-TZVPD

**Max |F|**: 5.06 eV Å⁻¹
**Frontier orbital gap**: 9.7145 eV
**E**: -1398.1527 Eh
**LUMO level**: 0.004 Ha
**Highest occupied orbital energy**: -9.6134 eV

Geometry (Å):
C1 0.94448 -0.21677 -0.27284
C2 -1.17944 0.33985 -0.99837
C3 -1.13097 -0.99245 0.43909
C4 1.61088 0.79329 0.62493
O1 0.15752 0.28243 -1.27277
O2 0.21346 -1.05031 0.52923
F1 -1.88326 -0.11341 -1.99359
F2 -1.85575 -0.46412 1.44815
F3 2.44716 0.05618 1.37478
F4 2.37904 1.66710 0.03808
F5 0.74212 1.28831 1.51061
I1 -2.13297 2.08893 -0.31058
I2 -2.05869 -2.71033 -0.28032
H1 1.74642 -0.96870 -0.83640

Results of the natural (NBO) charge analysis, in e, for atoms 1 through 5:
1 C 0.316
2 C 0.440
3 C 0.429
4 C 0.921
5 O -0.521

---

(4)
C4HFN2S | ωB97M-V/def2-TZVPD

**Max |F|**: 5.86 eV Å⁻¹
**Frontier orbital gap**: 9.1095 eV
**ΔE to the lowest compared entry with this formula, charge and spin**: 0.0 kcal per mole
**E**: -760.5265 Eh
**SMILES**: N#Cc1ncsc1F
**LUMO level**: -0.012 Ha
**Highest occupied orbital energy**: -9.4495 eV

Geometry (Å):
N1 -2.38575 -2.15946 0.06289
C1 -1.49244 -1.43624 0.01998
C2 -0.42692 -0.49626 0.08172
N2 0.82253 -0.84988 -0.00995
C3 1.68007 0.18498 0.05375
S1 1.04863 1.76039 0.02431
C4 -0.50979 1.01783 0.06167
F1 -1.53679 1.81531 -0.13927
H1 2.80045 0.16332 -0.15510

Results of the natural (NBO) charge analysis, in e, for atoms 1 through 5:
1 N -0.260
2 C 0.249
3 C -0.052
4 N -0.365
5 C -0.212

---

(5)
C4HN4O2 | ωB97M-V/def2-TZVPD

**Max |F|**: 4.68 eV Å⁻¹
**Frontier orbital gap (spin up / spin down)**: 6.7629 / 6.7645 eV
**E**: -522.4403 Eh
**SMILES**: [N-]=NN=C=CC(=O)N=C=O
**Charge**: -1
**LUMO level (spin up / spin down)**: 0.124 / 0.124 Ha
**Highest occupied orbital energy (spin up / spin down)**: -3.3987 / -3.4003 eV

Geometry (Å):
N1 -2.70294 3.43427 0.07459
N2 -1.79929 2.70951 0.09709
N3 -0.66663 2.48953 -0.24766
C1 0.28024 1.60259 -0.32301
C2 -0.03270 0.26833 0.00449
C3 0.91262 -0.74131 -0.18192
O1 1.98241 -0.55700 -0.74265
N4 0.54694 -2.02390 0.22389
C4 1.09358 -3.07826 0.21323
O2 1.32714 -4.24085 0.28835
H1 -0.94137 0.13709 0.59360

Results of the natural (NBO) charge analysis, in e, for atoms 1 through 5:
1 N -0.238
2 N 0.168
3 N -0.304
4 C 0.061
5 C -0.573

---

(6)
C4HNO | ωB97M-V/def2-TZVPD

**Max |F|**: 1.11 eV Å⁻¹
**Frontier orbital gap**: 10.0962 eV
**ΔE to the lowest compared entry with this formula, charge and spin**: 0.0 kcal per mole
**E**: -282.9172 Eh
**SMILES**: N#CC#CC=O
**LUMO level**: -0.046 Ha
**Highest occupied orbital energy**: -11.3361 eV

Geometry (Å):
N1 -1.39265 1.45064 -2.78555
C1 -1.03539 0.89126 -1.83513
C2 -0.53803 0.26728 -0.70540
C3 -0.01032 -0.21608 0.26687
C4 0.77763 -0.68922 1.40431
O1 1.91967 -0.32780 1.54818
H1 0.27909 -1.37608 2.10672

Results of the natural (NBO) charge analysis, in e, for atoms 1 through 5:
1 N -0.215
2 C 0.207
3 C -0.066
4 C 0.015
5 C 0.348

---

(7)
C4HNO | ωB97M-V/def2-TZVPD

**Max |F|**: 3.46 eV Å⁻¹
**Frontier orbital gap (spin up / spin down)**: 7.1046 / 7.2353 eV
**ΔE to the lowest compared entry with this formula, charge and spin**: 102.9 kcal per mole
**E**: -282.7532 Eh
**LUMO level (spin up / spin down)**: -0.085 / -0.081 Ha
**Highest occupied orbital energy (spin up / spin down)**: -9.4055 / -9.4381 eV

Geometry (Å):
O1 -1.15934 -1.06004 -0.01213
C1 -0.31360 -0.08661 0.50634
C2 0.99637 -0.04689 0.02706
C3 2.19341 0.16765 -0.16721
C4 -1.98203 0.04223 0.11216
N1 -2.96862 0.68656 -0.07501
H1 3.23381 0.29708 -0.39120

Results of the natural (NBO) charge analysis, in e, for atoms 1 through 5:
1 O -0.402
2 C 0.308
3 C -0.205
4 C -0.013
5 C 0.411

---

(8)
C4HNO | ωB97M-V/def2-TZVPD

**Max |F|**: 1.75 eV Å⁻¹
**Frontier orbital gap**: 8.1193 eV
**ΔE to the lowest compared entry with this formula, charge and spin**: 59.6 kcal per mole
**E**: -282.8223 Eh
**SMILES**: C#CN=C=C=O
**LUMO level**: -0.057 Ha
**Highest occupied orbital energy**: -9.6631 eV

Geometry (Å):
C1 1.56539 0.55830 -0.17058
C2 0.38446 0.80868 -0.21261
N1 -0.93228 1.14231 -0.25116
C3 -1.75854 0.18067 0.05056
C4 -1.08327 -1.03731 0.28867
O1 -0.80621 -2.13201 0.46352
H1 2.63045 0.47936 -0.16839

Results of the natural (NBO) charge analysis, in e, for atoms 1 through 5:
1 C -0.251
2 C 0.086
3 N -0.368
4 C -0.090
5 C 0.735

---

(9)
C4HNO2 | ωB97M-V/def2-TZVPD

**Max |F|**: 5.88 eV Å⁻¹
**Frontier orbital gap (spin up / spin down)**: 7.8248 / 7.7029 eV
**ΔE to the lowest compared entry with this formula, charge and spin**: 101.4 kcal per mole
**E**: -358.0228 Eh
**LUMO level (spin up / spin down)**: -0.072 / -0.072 Ha
**Highest occupied orbital energy (spin up / spin down)**: -9.7917 / -9.6615 eV

Geometry (Å):
C1 -1.36135 1.24759 -0.00784
C2 -1.51268 -0.11600 0.01600
C3 1.12149 -1.14060 0.05526
C4 2.19330 -0.42687 -0.02612
N1 -1.13762 2.38101 0.00622
O1 -0.26685 -0.96521 0.05552
O2 3.34290 -0.23693 -0.06610
H1 -2.37918 -0.74299 -0.03294

Results of the natural (NBO) charge analysis, in e, for atoms 1 through 5:
1 C 0.126
2 C 0.128
3 C 0.109
4 C 0.493
5 N -0.211

---

(10)
C4HNO2S | ωB97M-V/def2-TZVPD

**Max |F|**: 2.16 eV Å⁻¹
**Frontier orbital gap**: 9.9743 eV
**ΔE to the lowest compared entry with this formula, charge and spin**: 0.0 kcal per mole
**E**: -756.4113 Eh
**SMILES**: N#CC=C=O.O=C=S
**LUMO level**: -0.002 Ha
**Highest occupied orbital energy**: -10.0310 eV

Geometry (Å):
N1 -0.88611 -1.97517 1.20779
C1 -1.07241 -0.99326 0.66726
C2 -1.49516 0.29252 0.36066
C3 -0.64955 1.28635 0.22819
O1 0.15048 2.11221 0.11351
H1 -2.54917 0.23962 0.13995
O2 1.92794 -0.55549 -2.14290
C4 2.09977 -0.33033 -1.02976
S1 2.47421 -0.07645 0.45531

Results of the natural (NBO) charge analysis, in e, for atoms 1 through 5:
1 N -0.298
2 C 0.260
3 C -0.672
4 C 0.795
5 O -0.394

---

(11)
C4HNO3 | ωB97M-V/def2-TZVPD

**Max |F|**: 1.45 eV Å⁻¹
**Frontier orbital gap**: 5.6729 eV
**ΔE to the lowest compared entry with this formula, charge and spin**: 7.3 kcal per mole
**E**: -433.4106 Eh
**SMILES**: C#C/C([O-])=N/C(=O)[O-]
**Charge**: -2
**LUMO level**: 0.240 Ha
**Highest occupied orbital energy**: 0.8589 eV

Geometry (Å):
C1 0.51684 -0.17926 -0.03791
C2 -0.65744 -0.43553 0.10553
C3 -2.10030 -0.74046 -0.00921
O1 -2.35483 -1.97500 -0.08441
N1 -2.82935 0.31938 0.00609
C4 -4.29759 0.35598 0.03705
O2 -4.81436 0.32475 -1.09185
O3 -4.91872 0.48524 1.11627
H1 1.53368 -0.22640 -0.23508

Results of the natural (NBO) charge analysis, in e, for atoms 1 through 5:
1 C -0.470
2 C 0.072
3 C 0.473
4 O -0.801
5 N -0.663

---

(12)
C4HNO3 | ωB97M-V/def2-TZVPD

**Max |F|**: 2.90 eV Å⁻¹
**Frontier orbital gap**: 7.6186 eV
**ΔE to the lowest compared entry with this formula, charge and spin**: 18.5 kcal per mole
**E**: -433.3927 Eh
**Charge**: -2
**LUMO level**: 0.252 Ha
**Highest occupied orbital energy**: -0.7537 eV

Geometry (Å):
C1 -1.20623 1.44064 2.39165
C2 -0.95526 0.86079 1.34578
C3 1.19159 0.10694 -0.09407
C4 0.03575 -1.32220 -1.95929
N1 0.90689 -0.59777 -1.01364
O1 -0.28857 -0.67301 -2.94894
O2 1.91762 0.71334 0.62134
O3 -0.14691 -2.50342 -1.67685
H1 -1.45487 1.97468 3.33402

Results of the natural (NBO) charge analysis, in e, for atoms 1 through 5:
1 C -0.740
2 C -0.383
3 C 0.881
4 C 0.891
5 N -0.633